(1)
Computed, not measured: C21H31F5P2Pd as an isolated structure at a distorted geometry, with ωB97M-V/def2-TZVPD.

Structure (XYZ):
```
60
Properties=species:S:1:pos:R:3
P 0.075 0.778 -2.130
P -2.181 -0.469 -0.413
C -1.488 0.274 -3.005
C -2.670 0.327 -2.023
H -1.333 -0.756 -3.351
H -1.671 0.895 -3.890
H -2.920 1.369 -1.792
H -3.567 -0.142 -2.445
C -2.617 -2.237 -0.669
H -2.543 -2.757 0.291
H -1.895 -2.692 -1.353
H -3.629 -2.356 -1.072
C -3.495 0.083 0.743
H -4.498 -0.073 0.332
H -3.352 1.144 0.967
H -3.396 -0.477 1.678
C 1.395 0.232 -3.284
H 2.378 0.619 -2.996
H 1.148 0.570 -4.294
H 1.422 -0.861 -3.289
C 0.109 2.604 -2.349
H -0.639 3.060 -1.694
H -0.085 2.896 -3.387
H 1.092 2.974 -2.043
Pd 0.000 0.000 0.000
C -5.860 0.539 -4.668
C -5.471 -0.737 -4.774
C -4.952 -1.500 -5.964
C -4.436 -0.675 -7.164
C -3.294 0.244 -6.804
C -3.341 1.475 -6.282
C -4.525 2.325 -5.902
C -5.884 1.612 -5.730
C 2.046 0.392 0.380
H -6.179 0.869 -3.679
H -5.531 -1.337 -3.865
H -5.735 -2.189 -6.317
H -4.135 -2.146 -5.612
H -4.085 -1.384 -7.923
H -5.261 -0.128 -7.624
H -2.301 -0.174 -6.971
H -2.381 1.957 -6.092
H -4.639 3.132 -6.643
H -4.279 2.832 -4.958
H -6.620 2.372 -5.439
H -6.224 1.217 -6.690
H 2.164 0.863 1.362
H 2.537 1.029 -0.366
H 2.578 -0.569 0.403
F 1.090 -2.682 1.277
C 0.551 -1.920 2.260
C -0.050 -0.699 1.940
C -0.571 0.111 2.954
F -1.116 1.312 2.642
C -0.505 -0.307 4.288
F -1.001 0.484 5.272
C 0.095 -1.530 4.609
F 0.180 -1.926 5.903
C 0.623 -2.338 3.594
F 1.224 -3.513 3.905
```

Properties
Gap between HOMO and LUMO (spin up / spin down) ... 4.58 / 6.16 eV
Molecular weight ... 546.84 u
⟨S²⟩ ... 2.009
2S+1 ... 3
E_LUMO (spin up / spin down) ... 0.015 / -0.081 Ha
HOMO energy (spin up / spin down) ... -0.15353 / -0.30786 hartree
ΔE to the lowest compared entry with this formula, charge and spin ... 0.00 kcal/mol
Calculated total energy ... -2128.50427 Ha



(2)
Computed, not measured: C21H31IMnNO2P2 as an isolated structure at a distorted geometry, with ωB97M-V/def2-TZVPD.

Structure (XYZ):
```
59
Properties=species:S:1:pos:R:3
C 0.001 -0.172 -6.174
C 0.008 0.473 -4.809
H 0.003 0.661 -6.914
H -0.927 -0.766 -6.313
H 0.918 -0.780 -6.320
O -0.005 1.635 -4.525
I 0.036 -1.135 -2.768
Mn 0.005 -0.387 -0.425
P 2.441 -0.211 -0.156
C 3.203 1.122 0.852
C 3.101 -1.817 0.445
H 4.171 -1.921 0.202
H 4.320 -0.185 -1.790
H 2.540 -2.623 -0.054
H 2.761 -0.856 -2.447
H 2.950 0.983 1.918
H 2.955 -1.903 1.532
C 3.218 -0.065 -1.822
H 4.302 1.118 0.731
H 2.926 0.912 -2.249
H 2.807 2.101 0.523
P -2.516 -0.135 -0.272
C -3.273 1.241 0.679
C -3.217 -0.018 -1.971
H -2.720 -2.526 -0.141
H -4.296 -1.718 0.224
H -2.963 -1.775 1.460
C -3.207 -1.692 0.388
H -2.790 -0.863 -2.546
H -4.325 -0.066 -1.954
H -4.349 1.308 0.438
H -2.770 2.198 0.444
H -2.847 0.921 -2.426
H -3.150 1.042 1.758
C -0.157 1.425 -0.049
O -0.387 2.189 0.797
C 0.931 1.343 5.250
C -0.159 1.738 4.459
C -0.464 1.032 3.303
C 0.352 -0.025 2.893
C 1.444 -0.437 3.686
C 1.721 0.248 4.866
N -0.009 -0.791 1.770
C -0.254 -2.116 2.060
C -0.188 -3.043 1.011
C -0.489 -4.373 1.244
C -0.838 -4.789 2.540
C -0.880 -3.857 3.603
C -0.584 -2.520 3.372
H 1.091 1.799 6.237
H -0.801 2.567 4.759
H -1.346 1.234 2.701
H 1.973 -1.340 3.378
H 2.525 -0.123 5.506
H 0.091 -2.648 0.030
H -0.441 -5.082 0.421
H -1.032 -5.847 2.735
H -1.099 -4.175 4.624
H -0.541 -1.777 4.188
```

Properties
Gap between HOMO and LUMO (spin up / spin down) ... 6.36 / 6.54 eV
Molecular weight ... 573.27 u
⟨S²⟩ ... 6.125
2S+1 ... 5
E_LUMO (spin up / spin down) ... -0.272 / -0.282 Ha
HOMO energy (spin up / spin down) ... -0.50600 / -0.52257 hartree
Net charge ... +2
ΔE to the lowest compared entry with this formula, charge and spin ... 0.00 kcal/mol
Calculated total energy ... -3154.84641 Ha



(3)
Computed, not measured: an isolated molecule of C21H31N3O, with ωB97M-V/def2-TZVPD.

Structure (XYZ):
```
56
Properties=species:S:1:pos:R:3
C 4.491 -1.906 0.082
C 5.209 -1.649 1.405
C 4.936 -2.775 2.396
C 4.798 -0.289 2.002
C 3.325 -0.155 2.177
C 2.417 0.493 1.316
C 1.180 0.329 1.898
C -0.186 0.763 1.495
N -1.112 -0.359 1.588
C -2.508 0.024 1.494
C -2.937 0.460 0.089
C -2.622 -0.600 -0.975
C -3.594 -1.787 -0.845
O -4.923 -1.330 -0.982
C -2.829 -0.015 -2.398
C -2.000 1.198 -2.699
C -2.481 2.474 -2.426
C -1.703 3.593 -2.668
C -0.430 3.454 -3.195
C 0.051 2.192 -3.494
C -0.730 1.075 -3.252
C -1.176 -1.084 -0.806
C -0.824 -1.426 0.648
N 1.396 -0.377 3.031
N 2.681 -0.680 3.208
H 4.668 -1.091 -0.616
H 4.846 -2.830 -0.370
H 3.419 -1.994 0.244
H 6.287 -1.608 1.210
H 5.541 -2.650 3.290
H 3.890 -2.765 2.694
H 5.169 -3.741 1.953
H 5.145 0.510 1.343
H 5.282 -0.176 2.973
H 2.643 1.008 0.404
H -0.131 1.216 0.493
H -0.541 1.534 2.190
H -2.692 0.836 2.202
H -3.099 -0.838 1.819
H -4.009 0.661 0.083
H -2.413 1.383 -0.163
H -3.465 -2.276 0.129
H -3.363 -2.525 -1.627
H -5.519 -2.081 -0.904
H -2.594 -0.801 -3.119
H -3.888 0.232 -2.491
H -3.478 2.591 -2.028
H -2.093 4.576 -2.447
H 0.179 4.327 -3.381
H 1.037 2.075 -3.921
H -0.350 0.095 -3.507
H -0.504 -0.293 -1.143
H -0.999 -1.961 -1.432
H 0.240 -1.667 0.714
H -1.385 -2.306 0.976
H 0.695 -0.697 3.679
```

Properties
Gap between HOMO and LUMO ... 9.12 eV
Molecular weight ... 341.50 u
2S+1 ... 1
E_LUMO ... 0.023 Ha
HOMO energy ... -0.31198 hartree
SMILES ... CC(C)Cc1cc(CN2CCC(CO)(Cc3ccccc3)CC2)[nH]n1
ΔE to the lowest compared entry with this formula, charge and spin ... 33.26 kcal/mol
Calculated total energy ... -1058.31357 Ha



(4)
Computed, not measured: C21H32As2BrN4O7P2S3Yb as an isolated structure at a distorted geometry, with ωB97M-V/def2-TZVPD.

Structure (XYZ):
```
73
Properties=species:S:1:pos:R:3
Yb -6.869 -4.728 17.328
S -4.264 -2.480 17.585
C -4.130 -1.872 19.154
C -2.986 -1.045 19.472
C -2.833 -0.450 20.689
C -1.833 0.542 20.872
N -1.217 1.501 21.124
C -3.827 -0.549 21.642
C -4.976 -1.283 21.368
C -5.266 -1.852 20.103
S -6.800 -2.585 19.924
C -3.802 0.203 22.788
N -3.665 0.936 23.706
H -2.184 -0.832 18.736
H -5.736 -1.381 22.152
O -7.539 -5.438 10.609
C -7.363 -5.306 11.946
C -7.625 -6.287 12.908
C -7.449 -5.968 14.235
N -6.856 -4.837 14.666
C -6.560 -3.890 13.763
Br -5.923 -2.131 14.293
C -6.812 -4.066 12.387
H -7.900 -6.377 10.468
H -7.991 -7.337 12.742
H -7.844 -6.641 14.945
H -6.467 -3.426 11.620
N -6.015 -7.261 20.400
C -6.310 -7.892 19.079
C -6.491 -9.391 19.088
P -4.732 -7.347 18.147
O -4.570 -8.480 16.980
O -3.572 -7.513 19.138
O -4.942 -5.947 17.531
P -7.783 -6.988 18.401
O -9.051 -7.912 18.604
O -7.578 -6.769 16.921
O -7.834 -5.699 19.167
H -6.414 -7.816 21.103
H -6.515 -6.271 20.367
H -4.974 -7.181 20.356
H -5.483 -9.866 19.067
H -7.007 -9.729 18.161
H -7.165 -9.754 19.911
H -3.704 -8.901 16.947
H -9.516 -8.099 17.775
C 0.684 -3.759 16.573
As -1.249 -3.530 16.876
C -1.809 -5.183 15.879
C -1.406 -4.528 18.602
H 1.394 -3.785 17.428
H 1.243 -3.042 15.943
H 0.847 -4.723 16.085
H -0.992 -5.866 16.086
H -1.865 -4.855 14.805
H -2.765 -5.501 16.239
H -0.823 -5.451 18.550
H -2.451 -4.688 18.998
H -0.839 -3.969 19.370
C -11.487 -0.592 17.259
As -10.815 -2.467 17.602
C -11.979 -3.682 16.744
C -10.668 -2.708 19.493
S -8.903 -3.000 16.752
H -10.951 -0.192 16.379
H -11.226 0.010 18.101
H -12.566 -0.756 17.041
H -11.562 -4.683 16.856
H -11.976 -3.466 15.657
H -12.988 -3.701 17.192
H -10.159 -1.855 19.967
H -10.116 -3.658 19.620
H -11.664 -2.867 19.928
```

Properties
Gap between HOMO and LUMO (spin up / spin down) ... 6.11 / 4.96 eV
Molecular weight ... 1013.44 u
⟨S²⟩ ... 0.788
2S+1 ... 2
E_LUMO (spin up / spin down) ... -0.015 / -0.056 Ha
HOMO energy (spin up / spin down) ... -0.23905 / -0.23815 hartree
ΔE to the lowest compared entry with this formula, charge and spin ... 10.63 kcal/mol
Calculated total energy ... -11646.84406 Ha